1.
{
  "formula": "C3H7O2P",
  "method": "wB97M-V/def2-TZVPD",
  "gap_ev": [8.3, 8.3],
  "de_lowest_ev": 2.152,
  "e_lumo_ev": [-0.80, -0.80],
  "symbols": ["C", "C", "C", "O", "O", "P", "H", "H", "H", "H", "H", "H", "H"],
  "coordinates": [[1.60723, -0.57344, -0.23343], [0.44458, -1.24581, -0.11694], [-0.82316, -0.95198, -0.90569], [2.76669, -0.98110, 0.39464], [4.25574, 1.35776, -0.27818], [4.30422, -0.05043, 0.22259], [1.98405, 0.08684, -1.02834], [0.45614, 1.96780, 2.79142], [0.57534, -2.18561, 0.45807], [-1.69206, -0.62424, -0.30391], [-1.13950, -1.79980, -1.50666], [-0.55307, -0.17103, -1.56834], [0.74832, 2.69121, 3.11318]],
  "forces_ev_per_a": [[0.21, -0.49, -1.37], [1.09, -0.35, 0.05], [0.47, -0.31, 0.97], [2.42, 1.34, 0.22], [-0.62, -2.40, 0.59], [-1.85, 0.27, 0.06], [-1.64, 0.60, 0.25], [0.96, 2.35, 1.04], [-0.60, 0.81, 0.07], [0.58, -0.20, -0.08], [0.04, -0.22, 0.05], [-0.11, 0.95, -0.82], [-0.95, -2.36, -1.05]]
}



2.
{
  "formula": "C30H68N8O20S3",
  "method": "wB97M-V/def2-TZVPD",
  "gap_ev": 7.4,
  "de_lowest_ev": 34.628,
  "e_lumo_ev": -0.20,
  "symbols": ["C", "C", "O", "S", "O", "O", "O", "H", "H", "H", "H", "C", "C", "O", "S", "O", "O", "O", "H", "H", "H", "H", "C", "C", "O", "S", "O", "O", "O", "H", "H", "H", "H", "C", "C", "O", "N", "C", "H", "H", "H", "H", "H", "H", "H", "C", "C", "O", "N", "C", "H", "H", "H", "H", "H", "H", "H", "C", "C", "O", "N", "C", "H", "H", "H", "H", "H", "H", "H", "C", "C", "O", "N", "C", "H", "H", "H", "H", "H", "H", "H", "C", "C", "O", "N", "C", "H", "H", "H", "H", "H", "H", "H", "C", "C", "O", "N", "C", "H", "H", "H", "H", "H", "H", "H", "C", "C", "O", "N", "C", "H", "H", "H", "H", "H", "H", "H", "C", "C", "O", "N", "C", "H", "H", "H", "H", "H", "H", "H"],
  "coordinates": [[-3.58140, 1.04323, -0.72629], [-3.30760, 1.26893, 0.75769], [-4.50810, 0.94414, 1.39752], [-5.79939, 1.39843, 0.45099], [-6.06437, 2.83084, 0.60643], [-6.99815, 0.56291, 0.60120], [-4.98886, 1.05163, -0.95962], [-3.26736, 0.03568, -0.99891], [-3.02876, 1.81161, -1.26692], [-3.11794, 2.31848, 0.98257], [-2.51790, 0.62173, 1.13926], [-5.84117, -1.41743, 1.76780], [-5.71160, -1.68075, 0.24082], [-4.79883, -2.79282, 0.20779], [-3.55298, -2.52591, 1.29259], [-2.41409, -1.76578, 0.75816], [-3.21953, -3.71332, 2.10245], [-4.50877, -1.46781, 2.18636], [-6.50805, -2.18217, 2.16599], [-6.13682, -0.39029, 1.98150], [-5.41200, -0.77227, -0.28167], [-6.75296, -1.87856, -0.01327], [0.29817, -0.78055, -0.67576], [-1.09917, -0.38756, -0.09413], [-1.04333, 0.89194, 0.49127], [0.40496, 1.56124, 0.15470], [1.33232, 1.39225, 1.31293], [0.32738, 2.91005, -0.42362], [0.73792, 0.47990, -1.07495], [0.25817, -1.29171, -1.63764], [0.97456, -1.28636, 0.01327], [-1.44855, -1.12142, 0.63216], [-1.86931, -0.37776, -0.86542], [5.09092, 5.43662, 0.96736], [4.21212, 4.71076, -0.02238], [4.70836, 4.29188, -1.07091], [2.90800, 4.73484, 0.25954], [1.92264, 4.06228, -0.59795], [4.51410, 5.82430, 1.80706], [5.64912, 6.33101, 0.69059], [5.86571, 4.76394, 1.33517], [2.55417, 5.45711, 0.87045], [1.12848, 3.62469, 0.00698], [2.33657, 3.26398, -1.21396], [1.53072, 4.86429, -1.22347], [0.30812, -1.52878, -3.32100], [1.67763, -1.82274, -4.02249], [1.68173, -2.24646, -5.18317], [2.78106, -1.74633, -3.24124], [4.16464, -2.00359, -3.61860], [0.27472, -0.64420, -2.68500], [-0.00420, -2.40654, -2.75523], [-0.50415, -1.26998, -4.00022], [2.69532, -1.57154, -2.25017], [4.73330, -1.09238, -3.43308], [4.14433, -2.40926, -4.63008], [4.53610, -2.77293, -2.94168], [-0.40294, 1.03911, 3.18512], [0.48841, 0.06157, 3.97500], [1.56772, 0.36959, 4.48443], [0.13234, -1.21670, 3.93353], [0.87415, -2.33947, 4.53903], [0.14783, 1.71589, 2.53188], [-0.78366, 1.73459, 3.93310], [-1.16153, 0.54573, 2.57750], [-0.49525, -1.53819, 3.21043], [0.55152, -3.25698, 4.04691], [0.64820, -2.49978, 5.59323], [1.95479, -2.33286, 4.39666], [-4.58995, -0.56170, -3.10008], [-3.14002, -0.13080, -2.93766], [-2.29513, -0.97771, -2.53058], [-2.81326, 1.09149, -3.24243], [-1.40508, 1.63132, -3.13414], [-4.64793, -1.64932, -3.14263], [-5.01116, -0.11042, -3.99843], [-5.22559, -0.27157, -2.26349], [-3.41242, 1.61928, -3.86093], [-1.26695, 2.24455, -2.24365], [-1.26960, 2.27319, -4.00463], [-0.61563, 0.88336, -3.06061], [4.40310, 2.15454, 1.00814], [4.24691, 1.01610, 0.02593], [4.65085, -0.09929, 0.27930], [3.47635, 1.26447, -0.99863], [2.97119, 0.23339, -1.92879], [3.53849, 2.80185, 0.86139], [5.23295, 2.81102, 0.74645], [4.45823, 1.79439, 2.03544], [2.94470, 2.12292, -0.97585], [2.45279, -0.53259, -1.35203], [3.73029, -0.20694, -2.57530], [2.26005, 0.56786, -2.68411], [2.29603, 2.28851, 2.83111], [1.55943, 3.09324, 3.85728], [0.52495, 2.64197, 4.34744], [2.00507, 4.36790, 4.19682], [1.39498, 5.29829, 5.14606], [1.55929, 2.14055, 2.04153], [2.50568, 1.28214, 3.19355], [3.25904, 2.67171, 2.49369], [2.93009, 4.57276, 3.84685], [0.97274, 6.24534, 4.81005], [2.24285, 5.61715, 5.75232], [0.75113, 4.71452, 5.80391], [-1.78993, -2.66821, -2.07296], [-1.81662, -4.12110, -1.91148], [-0.81138, -4.80490, -2.09582], [-2.93727, -4.72706, -1.61354], [-3.19036, -6.19984, -1.66147], [-2.54536, -2.08720, -1.54395], [-1.90215, -2.44402, -3.13374], [-0.74807, -2.43897, -1.84925], [-3.72825, -4.09907, -1.60399], [-4.23542, -6.39749, -1.89998], [-3.00059, -6.63229, -0.67909], [-2.62732, -6.62283, -2.49343], [1.85282, -4.20871, -1.35560], [2.21110, -2.89148, -0.74038], [2.25453, -1.88934, -1.43245], [2.52454, -2.88630, 0.56128], [3.12989, -1.66770, 1.20552], [0.84294, -4.13990, -1.75994], [1.78745, -4.94204, -0.55182], [2.53976, -4.47224, -2.15982], [2.46794, -3.79368, 1.00123], [3.05045, -1.82924, 2.28055], [2.53321, -0.80698, 0.90346], [4.19551, -1.55682, 1.00484]],
  "forces_ev_per_a": [[0.74, 0.09, 1.24], [-0.82, 0.39, 0.20], [-3.71, 0.14, -0.20], [-0.90, 2.72, 0.60], [1.19, -2.68, -0.59], [2.43, 1.68, -1.03], [-1.39, 1.80, 1.89], [-0.48, 0.70, 0.37], [-0.65, -0.25, 0.03], [0.45, -0.01, -0.07], [-1.83, 0.43, 0.48], [0.24, 0.30, -1.36], [-1.19, 0.79, 2.02], [1.51, 0.06, 0.01], [-2.36, -1.59, 3.33], [-8.03, -5.73, 2.09], [-1.15, 2.63, -2.43], [3.09, -2.16, 0.21], [0.33, -0.02, 0.56], [-0.27, -1.25, 0.46], [0.58, -1.21, -0.16], [0.44, -0.95, -0.89], [-2.79, 0.45, 2.25], [3.01, -0.86, -1.77], [3.95, 2.63, -0.94], [-0.49, -2.68, -2.38], [-4.45, -6.21, -12.04], [-8.72, -9.30, -0.20], [0.11, 4.00, 1.65], [-0.25, -0.05, 2.57], [-0.78, 0.68, 0.37], [4.25, 3.01, -0.37], [1.43, 0.13, 0.43], [0.22, 0.29, 1.31], [1.75, 2.59, -1.77], [-0.76, -0.52, 0.83], [0.02, -0.33, -0.62], [4.21, 4.65, 0.72], [-0.13, -0.41, 0.36], [-0.20, -0.19, -1.13], [-0.15, -0.13, 0.15], [0.15, -0.41, 0.16], [4.09, 4.18, 1.52], [0.06, 1.33, -0.04], [-0.41, -0.40, -0.54], [1.79, 0.73, -2.55], [0.83, -0.69, -0.15], [-0.29, 0.37, 0.14], [1.79, -0.07, -10.25], [-1.64, -0.74, -0.61], [0.67, -0.07, -1.61], [1.67, 0.42, -1.83], [0.47, -0.65, -0.68], [2.55, 1.29, -5.37], [0.49, -0.24, -0.70], [0.63, 0.34, -0.13], [0.32, -0.14, 0.06], [-1.23, -0.89, 0.47], [2.01, 1.48, -1.06], [-1.36, -1.06, 0.84], [-0.66, -2.89, -0.11], [-0.19, -0.15, -0.29], [-1.31, -0.96, 1.45], [-1.23, -0.99, -0.49], [-0.02, -0.50, 0.56], [-0.23, 0.48, 0.27], [-0.27, 0.06, -0.14], [0.07, 0.43, 0.06], [0.00, 0.63, 0.08], [0.05, -0.20, -0.32], [0.48, -2.95, -0.49], [-3.49, 11.36, -3.73], [1.99, 2.11, -1.61], [-0.94, 0.00, -0.27], [0.21, 0.05, -0.34], [-0.11, -0.14, -0.06], [0.32, -0.01, -0.47], [-0.16, 0.02, 0.28], [-0.40, 0.15, 0.08], [0.24, -0.12, 0.08], [-0.62, -0.13, -0.46], [0.50, 0.07, -1.21], [0.23, 0.43, 1.91], [2.24, 0.12, -0.86], [-1.97, 0.64, -2.60], [1.66, 2.23, -0.12], [0.39, -0.50, 0.34], [0.38, -0.65, 0.11], [0.54, -0.24, -0.65], [1.06, -0.57, -0.06], [1.57, 3.24, -0.23], [0.44, 1.18, 1.26], [0.23, 0.99, 0.29], [3.29, 3.74, 5.67], [0.09, 0.23, 1.18], [1.91, 3.36, 1.66], [-0.06, -0.27, -1.26], [1.42, -0.88, 0.77], [2.11, 4.67, 3.83], [-0.17, 0.52, 0.01], [-1.45, 0.80, 0.90], [-0.19, 0.15, 0.12], [-0.48, -0.45, -0.70], [-0.06, 0.12, 0.42], [-0.31, 0.29, -0.23], [0.01, -6.03, 2.01], [1.94, -1.59, -0.25], [0.53, -0.41, -0.30], [-3.27, -0.93, 0.37], [-0.01, 1.24, -0.18], [0.37, -2.97, 1.16], [0.19, -1.86, 0.17], [-2.30, -0.09, 1.48], [-0.22, -0.41, 0.20], [-0.10, 0.38, 0.11], [0.38, -0.21, -0.29], [0.37, -0.12, 0.48], [-0.38, 0.39, 0.91], [0.92, -2.94, 0.96], [-5.94, -6.27, 14.26], [0.26, 0.80, -0.43], [-0.87, -2.27, 0.99], [0.13, -0.13, -0.26], [0.24, -0.42, -0.35], [0.05, 0.02, 0.14], [0.29, 0.33, 0.28], [-0.38, 0.19, 0.11], [0.47, -0.11, 0.17], [-0.84, -0.49, -0.21]]
}



3.
{
  "formula": "C2H3IP2",
  "method": "wB97M-V/def2-TZVPD",
  "gap_ev": 8.4,
  "de_lowest_ev": 0.419,
  "e_lumo_ev": -0.30,
  "symbols": ["P", "P", "C", "C", "I", "H", "H", "H"],
  "coordinates": [[1.60149, -0.82417, 0.23031], [0.58999, 1.04132, 0.18223], [-1.00907, 0.44232, -0.12914], [-2.13903, 0.48354, -0.63174], [-3.94540, -0.40145, -0.34600], [3.04130, -0.50756, 0.22142], [1.59877, -1.10071, -1.08547], [0.26194, 0.86670, 1.55839]],
  "forces_ev_per_a": [[1.68, -1.83, 1.65], [-0.02, 1.39, 0.91], [-1.58, 0.63, -2.04], [0.62, -1.26, 1.50], [0.06, 0.37, -0.39], [-1.17, 0.32, 0.00], [-0.10, -0.19, -1.74], [0.51, 0.56, 0.11]]
}